# C38H56AsN4O8P2Rb

A molecular structure, C38H56AsN4O8P2Rb (ωB97M-V/def2-TZVPD, OMol25).

```
110
Properties=species:S:1:pos:R:3:forces:R:3:lowdin_charge:R:1
H -4.300 3.871 2.223 -0.005 -0.019 -0.008 0.093
H -0.322 -0.397 -4.325 -0.064 0.099 -0.049 0.151
H -6.151 -4.607 2.101 -0.009 0.014 0.010 0.068
C -5.947 -0.397 1.301 -0.057 -0.033 -0.009 -0.291
H 0.811 0.041 4.442 -0.002 -0.002 0.001 0.063
O 0.834 3.178 -4.337 -0.001 0.013 0.024 -0.335
H 1.713 -3.623 -0.583 0.003 -0.009 0.009 0.052
O 2.830 0.597 -1.100 0.078 0.109 -0.058 -0.395
H -0.116 -4.444 2.566 -0.002 -0.002 0.010 0.064
C 1.681 -1.619 3.320 0.115 0.050 0.003 -0.321
C -3.241 -7.537 -0.419 -0.007 0.017 0.007 -0.065
H 3.348 0.583 3.722 0.005 0.000 0.002 0.063
H -2.973 -2.063 3.726 0.013 0.009 0.007 0.067
C -7.844 0.830 4.371 0.012 -0.010 -0.008 -0.064
C -5.549 -3.736 1.835 0.009 0.018 0.013 -0.046
H -7.893 0.402 1.693 0.002 0.004 0.003 0.110
C -2.337 -3.847 -0.266 0.024 0.045 -0.075 -0.292
C -1.215 -2.982 -0.773 0.020 -0.062 0.019 -0.098
C -4.317 -5.531 0.667 -0.004 -0.013 -0.006 -0.037
C -3.558 -0.729 -1.995 -0.115 0.044 0.090 -0.444
O 3.304 -1.143 -2.879 -0.111 0.049 0.019 -0.147
C 3.856 -0.204 3.155 -0.024 -0.005 0.001 -0.069
H -5.814 0.180 -0.772 0.010 -0.010 0.002 0.075
H -0.780 0.862 -3.325 0.002 0.030 0.079 0.109
H 3.990 -2.657 -0.288 0.010 0.002 -0.001 0.058
H -1.134 2.322 -0.516 -0.180 0.070 0.101 0.035
H 2.978 0.832 -4.822 -0.007 0.003 -0.002 0.086
C 4.212 -2.047 0.595 -0.044 0.019 0.008 -0.071
H 1.402 1.045 -5.577 0.003 -0.003 0.000 0.072
C -4.300 2.968 2.842 0.042 0.005 0.000 -0.079
H -5.883 -1.540 -0.531 0.004 0.000 -0.002 0.062
C -0.169 -3.406 2.907 -0.058 0.064 -0.032 -0.063
O -0.956 1.896 2.825 -0.271 -0.021 -0.057 0.037
C -3.401 -3.303 0.482 -0.067 -0.004 0.049 -0.268
C -3.357 0.300 -2.970 0.003 0.018 0.029 -0.083
H -3.984 -1.352 -5.879 0.003 0.006 -0.002 0.071
C 3.043 -2.058 1.539 -0.009 -0.079 0.026 -0.306
C 1.332 0.645 -3.470 -0.045 0.070 0.029 -0.463
H 0.876 -4.604 0.615 -0.012 -0.008 -0.012 0.053
H -3.353 2.456 0.846 -0.033 -0.026 -0.020 0.113
H -2.342 -7.996 -0.003 0.001 -0.002 -0.002 0.075
C 2.893 -1.257 2.687 -0.063 0.064 0.064 -0.334
C -3.208 -1.009 3.899 -0.013 -0.055 -0.012 -0.073
H 0.265 -1.548 4.940 0.005 0.002 0.005 0.053
N -0.095 0.116 -3.477 0.114 -0.236 0.008 0.168
H -1.482 -5.595 -1.141 0.005 0.001 0.009 0.118
H -0.134 -0.556 -2.672 0.012 0.038 0.010 0.103
O 1.067 -1.231 -1.605 0.193 0.158 -0.180 -0.403
H 2.629 -4.715 0.464 -0.013 -0.019 -0.016 0.067
H -0.607 -2.604 0.054 0.005 -0.022 -0.022 0.050
H -7.479 1.028 5.380 -0.002 -0.001 0.002 0.067
C -6.748 0.277 3.499 0.026 0.015 0.016 -0.293
H 2.830 2.221 -1.827 0.035 -0.065 0.080 0.021
H -8.680 0.130 4.449 -0.001 0.002 -0.001 0.073
C -4.112 -2.185 -3.890 -0.011 -0.017 0.044 -0.129
C -2.307 -5.206 -0.551 0.012 0.001 -0.009 -0.017
H -4.756 2.135 2.303 -0.024 -0.044 -0.003 0.074
C 1.933 -2.924 1.459 0.082 -0.033 0.051 -0.288
H -2.152 0.969 -0.336 -0.054 0.031 -0.053 0.006
C -6.273 -0.592 -0.155 -0.001 0.022 0.008 -0.062
H 4.451 -1.034 0.249 0.012 -0.015 0.008 0.053
P 1.124 2.472 -3.063 0.073 -0.095 -0.015 0.254
H -3.333 0.900 -5.013 0.005 0.002 0.011 0.092
H -2.358 -0.439 3.518 -0.023 0.015 -0.003 0.060
O -2.989 2.654 3.290 0.010 -0.042 0.016 -0.034
N -3.363 -0.401 -0.709 0.014 0.058 0.009 -0.259
O 2.594 2.848 -2.546 -0.042 0.133 -0.086 -0.167
N -1.585 1.685 0.138 0.287 0.038 0.019 -0.039
H 4.646 -0.602 3.808 0.005 0.008 0.002 0.063
C -4.505 -0.615 3.234 -0.007 0.012 -0.020 -0.305
C -4.391 -4.170 0.971 0.100 0.007 -0.002 -0.259
H -6.192 -3.021 1.328 -0.034 0.038 -0.035 0.067
H -3.223 -7.703 -1.498 0.001 -0.008 0.002 0.073
C -3.872 -1.176 -4.816 0.015 0.009 -0.012 -0.162
H -1.583 -2.121 -1.333 0.005 -0.040 0.032 0.045
O 0.119 2.432 -1.949 0.034 0.021 -0.136 -0.338
H -1.084 -2.985 2.467 0.031 0.012 0.001 0.033
P 2.158 -0.307 -2.084 -0.262 -0.188 -0.341 0.321
H -5.218 -3.258 2.759 0.011 -0.008 -0.013 0.074
H -4.886 3.151 3.740 0.008 0.006 0.010 0.091
H -8.238 1.764 3.965 -0.004 0.001 0.004 0.071
H -0.549 -3.545 -1.425 -0.003 0.005 0.017 0.080
C 1.782 -4.017 0.438 -0.018 0.031 0.018 -0.075
H -5.353 0.008 5.099 0.002 -0.010 -0.003 0.110
H -0.326 -3.434 3.990 -0.015 -0.011 0.005 0.060
H -4.107 -8.060 -0.010 0.000 -0.002 0.000 0.064
H -3.073 1.282 -2.602 0.001 -0.006 -0.018 0.098
N -2.386 2.324 1.086 0.021 -0.023 0.178 0.016
C 1.956 0.458 -4.844 0.016 -0.071 0.009 -0.103
H -4.416 -3.168 -4.238 0.001 0.001 0.005 0.089
C -4.714 -0.774 1.854 0.032 0.024 0.074 -0.298
C -3.295 -6.066 -0.098 -0.013 -0.016 0.022 -0.282
H -7.355 -0.574 -0.303 0.002 -0.004 0.001 0.072
C 1.085 -2.651 2.559 0.069 -0.139 -0.020 -0.289
H 4.001 -1.341 -2.242 0.104 -0.024 0.036 0.054
Rb 0.785 0.117 0.859 -0.098 -0.048 0.487 0.903
H 1.878 -0.995 5.387 -0.009 0.007 0.009 0.064
C -5.527 -0.106 4.033 -0.007 0.049 0.006 -0.037
C -3.505 0.079 -4.323 -0.018 -0.005 -0.045 -0.150
H 1.995 -0.596 -5.135 0.000 0.001 0.003 0.075
H -3.272 -0.847 4.976 0.008 -0.004 -0.002 0.076
C -6.937 0.126 2.131 0.000 -0.002 -0.043 -0.037
H 5.125 -2.460 1.045 0.017 -0.001 -0.020 0.067
C -3.976 -1.982 -2.526 0.039 0.004 -0.045 -0.068
C 1.138 -0.998 4.577 -0.019 -0.012 -0.041 -0.068
H -5.094 -6.190 1.045 0.001 0.000 0.002 0.100
As -3.125 -1.349 0.815 -0.024 -0.046 -0.134 1.334
C -2.037 2.238 2.401 0.125 0.069 -0.179 -0.579
H -4.174 -2.802 -1.851 0.003 -0.027 0.025 0.082
H 4.360 0.280 2.311 0.003 0.005 0.007 0.064
```
Forces are in eV/Å.

Summary:
Multiplicity: 1
Net charge: -2
E_LUMO: 3.775 eV


# C38H56FNO28P2S

8 unconnected molecules or ions with the total composition C38H56FNO28P2S (ωB97M-V/def2-TZVPD, OMol25).

```
127
Properties=species:S:1:pos:R:3:forces:R:3:lowdin_charge:R:1
O -4.970 -4.069 -1.817 -0.249 0.258 1.099 0.059
O 2.152 -1.815 -3.129 -1.514 4.162 -2.987 -0.389
C 5.106 10.214 6.322 -0.716 0.819 -0.661 -0.353
H 1.815 5.592 1.139 0.215 -0.003 -0.189 0.146
O 0.328 4.689 -4.359 0.981 -1.650 -1.845 -0.245
C 1.269 0.880 -3.475 -6.067 6.459 0.819 -0.327
H 3.863 7.602 3.753 -0.008 -0.182 0.004 0.072
H -8.570 -7.047 -5.611 0.211 0.025 0.248 0.096
O -5.598 -7.436 3.663 1.071 -0.515 0.647 0.085
O -4.116 -2.698 7.415 -0.505 0.504 0.920 0.077
C 3.408 6.914 1.765 -0.210 -0.119 1.341 -0.347
S 1.323 -0.892 -4.079 -2.861 -8.102 2.631 0.817
H 2.446 4.152 -2.933 1.907 -0.082 -2.134 0.150
O 3.268 5.951 -0.294 0.616 0.567 -0.324 0.027
H 7.873 1.865 -6.303 -1.932 -0.934 1.806 0.098
O -5.618 -1.881 8.934 2.492 -0.458 -0.692 0.137
H 4.744 6.152 3.297 -0.269 -0.055 -0.149 0.103
C -5.857 -6.054 3.857 -0.803 0.904 -0.717 -0.344
C 6.473 10.769 6.586 0.256 0.867 0.207 -0.118
F 3.520 4.839 -4.782 -0.399 -2.227 2.456 -0.122
C 6.520 8.552 6.809 0.812 -2.428 0.385 -0.506
H 4.858 3.049 -1.988 -0.180 1.731 -1.505 0.103
C 5.046 0.274 -3.701 -0.037 0.656 -0.403 -0.060
H 3.012 6.049 3.718 0.065 0.083 -0.140 0.095
N 6.283 -0.552 -3.782 -1.440 6.868 -4.146 0.027
O 4.557 7.262 1.009 -0.044 -0.357 -1.350 0.091
H -3.932 -5.251 3.211 -0.204 -0.033 -0.046 0.141
O -6.099 -7.400 -6.131 1.108 0.663 0.019 0.087
C -0.044 -2.740 0.557 -1.074 -0.586 -0.373 -0.339
O 5.065 7.032 -1.208 -1.557 -0.598 1.945 0.134
P 2.231 2.368 -5.780 0.777 -0.993 -0.526 0.931
O 0.461 -2.346 1.823 1.150 0.189 0.123 0.083
C 2.901 5.699 1.050 -0.799 -0.557 0.333 -0.109
C 1.824 -2.302 1.704 1.353 0.894 1.602 -0.507
H 0.206 4.127 -3.537 0.002 0.414 -1.647 0.076
H -3.804 -4.210 -3.524 -0.230 0.061 0.196 0.138
C 3.390 3.906 -3.622 0.471 -0.468 2.220 -0.220
H -7.597 -5.676 2.650 0.124 0.066 -0.011 0.085
C -4.443 -7.716 4.344 0.540 -2.327 0.254 -0.508
C -4.490 -5.499 4.122 0.181 0.923 0.176 -0.120
O -3.840 -2.343 -0.908 -1.111 -0.897 0.547 0.068
H -6.020 -6.873 -2.962 0.119 0.171 -0.211 0.147
H 1.122 -3.445 -1.123 0.182 0.074 0.203 0.131
C 7.020 1.509 -5.569 -3.184 -0.511 1.900 -0.041
C 5.660 2.389 -5.421 1.421 -5.013 2.420 0.002
H 4.556 11.902 5.070 0.022 -0.161 0.071 0.091
C 1.105 -3.504 -0.030 0.030 -0.402 -0.943 -0.112
H 4.834 10.382 4.174 0.169 0.142 0.244 0.092
O 5.365 8.832 6.128 0.870 -0.408 0.531 0.072
C -4.233 -3.454 -2.858 0.288 -0.361 -0.995 -0.109
O -4.170 -6.346 -6.763 -1.673 -0.570 1.913 0.138
H 4.458 10.320 7.200 0.140 0.002 -0.012 0.161
H 1.283 -0.348 -6.504 1.198 -1.813 1.572 0.078
C 4.696 4.041 -2.587 -1.201 1.357 0.357 -0.028
H 3.202 2.960 -6.710 -0.714 -0.134 1.179 -0.026
H -1.243 -4.229 1.587 0.238 0.014 -0.249 0.096
H 1.132 -4.558 0.271 -0.164 0.100 0.074 0.145
H -1.359 -1.870 8.842 -0.259 -0.037 0.098 0.144
C 4.631 1.658 -4.394 2.608 -1.355 -1.059 -0.129
C -4.981 -6.642 -5.904 1.464 0.374 -1.987 -0.504
O 0.045 1.467 -3.430 8.412 -4.410 -0.162 0.018
C 3.143 2.323 -4.103 2.815 2.271 -0.403 -0.548
H 5.652 4.469 -3.108 -1.844 -1.197 0.906 0.105
O -0.787 2.845 -6.012 5.426 3.269 0.821 -0.418
H 1.738 -2.213 -6.219 0.076 2.067 1.454 0.109
H 5.486 3.392 -5.997 0.280 -2.161 1.385 0.104
H 3.379 4.767 1.375 0.031 0.170 0.106 0.148
H -3.407 -0.633 -2.749 -0.107 -0.319 -0.074 0.102
O 2.231 -2.847 0.521 0.023 0.499 0.936 0.070
H -2.165 -2.916 0.872 0.090 -0.152 -0.067 0.083
C -6.526 -5.454 2.636 -0.483 -0.204 -0.097 -0.022
H -1.752 -1.110 -2.406 -0.231 -0.064 -0.225 0.061
H -0.256 -1.835 -0.024 0.105 -0.062 -0.017 0.160
C -4.469 -2.105 8.598 -2.413 0.423 0.549 -0.507
C -2.112 -3.761 6.580 -0.208 -0.111 -0.491 -0.018
H -4.909 -2.813 -3.435 0.168 0.091 0.089 0.149
C 7.179 0.140 -4.749 -0.413 0.661 -0.136 -0.116
O 0.669 4.718 -7.258 1.741 -1.122 3.518 -0.230
H 7.030 11.016 5.676 -0.194 -0.039 -0.019 0.144
C -2.707 -2.568 7.303 0.902 -0.655 -0.719 -0.350
H -2.492 -1.645 6.753 -0.014 -0.019 0.140 0.161
H 2.691 7.742 1.698 0.012 -0.110 -0.098 0.161
O 6.944 7.427 7.001 -0.917 2.480 -0.412 0.140
O -4.899 -6.266 -4.595 0.295 -0.085 -0.871 0.046
C -3.177 -2.696 -2.112 0.698 0.834 -1.078 -0.344
H -2.328 -3.343 -1.858 -0.175 -0.003 -0.109 0.137
H -4.523 -4.617 4.769 0.097 -0.235 -0.028 0.134
C -6.149 -6.576 -4.007 -0.218 0.094 0.998 -0.120
C -2.273 -2.461 8.733 0.867 0.114 0.332 -0.117
O -3.837 -6.572 4.774 -0.095 -0.917 -0.064 0.056
H -8.611 -7.667 -3.937 0.148 -0.009 -0.102 0.091
H -2.131 -3.432 9.223 -0.023 0.002 -0.201 0.144
O -3.368 -1.803 9.344 -0.905 -0.046 -0.283 0.067
O 2.569 -1.837 2.546 -1.523 -0.938 -1.757 0.131
H -1.044 -3.870 6.794 -0.159 0.083 -0.001 0.094
H 1.605 5.075 -7.310 -1.419 -0.311 0.091 0.070
H -2.228 -3.638 5.498 0.105 -0.040 0.121 0.079
P 0.538 3.738 -5.801 -6.867 -0.567 -0.807 0.540
O 2.404 1.687 -3.002 -1.510 -1.910 -2.624 -0.086
H 8.205 -0.445 -4.939 -2.518 1.482 0.485 0.113
H 3.055 -0.815 -6.011 -2.474 -0.683 0.865 0.091
C 1.913 -1.115 -5.843 0.647 1.613 -2.074 -0.180
O -4.019 -8.840 4.536 -0.814 2.388 -0.364 0.134
H -6.222 -8.664 -4.527 0.044 0.133 0.020 0.162
C 4.358 6.770 -0.253 1.617 0.991 -1.463 -0.511
H -6.129 -5.886 1.709 0.156 0.205 0.259 0.091
H -6.407 -4.366 2.605 0.049 -0.204 0.002 0.083
H -6.786 -5.684 -4.048 -0.069 -0.168 -0.060 0.145
C 3.773 6.653 3.213 0.248 0.430 0.265 -0.010
O -5.474 -3.383 0.307 1.255 0.111 -1.960 0.125
C -4.822 -3.278 -0.716 -0.911 0.061 1.767 -0.501
H -8.457 -8.774 -5.310 -0.010 0.143 0.089 0.085
C -6.644 -7.707 -4.857 -1.181 -0.360 0.356 -0.349
O -0.153 -1.442 -4.024 5.226 3.118 -0.941 -0.389
O 7.125 9.696 7.239 -0.213 -0.894 -0.138 0.069
H -6.505 -5.948 4.735 0.159 0.001 0.006 0.162
C 4.437 10.814 5.100 -0.500 -0.237 -0.168 -0.023
H 6.440 11.651 7.234 0.130 -0.246 -0.039 0.144
H 4.213 -0.194 -2.982 2.067 1.129 -1.719 0.112
H -2.630 -4.690 6.846 0.141 0.201 0.176 0.095
H 4.353 4.856 -1.785 0.961 -1.960 -2.091 0.063
C -1.303 -3.571 0.712 -0.464 0.280 0.407 -0.014
C -8.156 -7.795 -4.924 -0.233 -0.382 -0.355 -0.020
H 3.365 10.592 5.114 0.120 0.095 -0.026 0.084
H -1.499 -4.175 -0.179 0.150 0.061 0.160 0.082
H -2.516 -1.662 -3.905 0.001 -0.014 0.275 0.087
C -2.693 -1.459 -2.844 0.166 0.327 0.429 -0.021
```
Forces are in eV/Å.

Summary:
Multiplicity: 1
E_LUMO: -2.224 eV


These records have strongest force on any atom values of 0.5, 9.5 eV/Å, in the order they appear.